Record 1
Molecular formula: CH2N2O2S2
Method: DFT, wB97M-V/def2-TZVPD

Energy relative to the best compared isomer or geometry (same formula, charge and spin) ... 94.9 kJ/mol
SMILES ... NS(=O)(=O)N=C=S
LUMO ... 0.1064 eV
HOMO energy ... -9.82 eV

Each line ends with the Löwdin charge.
Geometry (Å):
1 N 0.384 0.990 1.066  -0.08
2 S -0.162 -0.559 0.705  0.61
3 O -1.434 -0.773 1.272  -0.25
4 O 0.930 -1.437 0.926  -0.28
5 N -0.235 -0.423 -1.105  -0.04
6 C -0.404 -0.050 -2.258  -0.83
7 S -0.702 0.133 -3.796  0.70
8 H 0.162 1.308 1.961  0.03
9 H 1.460 0.811 1.230  0.13



Record 2
Molecular formula: C20H14GaN4OS4
Method: DFT, wB97M-V/def2-TZVPD

Net charge ... -1
LUMO ... 2.2576 eV
HOMO energy ... -5.35 eV

Each line ends with the Löwdin charge.
Geometry (Å):
1 Ga -0.546 0.249 -0.442  -0.17
2 C 3.301 0.327 1.830  -0.01
3 C 2.248 0.146 0.772  -0.23
4 N 1.053 0.603 0.917  -0.04
5 N 0.773 1.319 2.069  -0.05
6 C -0.308 2.012 1.980  -1.08
7 S -1.395 2.125 0.628  0.67
8 S -0.805 3.000 3.350  0.91
9 C 0.512 2.674 4.556  -0.42
10 C 1.656 3.651 4.540  -0.28
11 C 2.103 4.212 5.730  -0.06
12 C 3.182 5.087 5.747  -0.10
13 C 3.829 5.410 4.565  -0.10
14 C 3.384 4.859 3.369  -0.08
15 C 2.307 3.990 3.355  -0.06
16 C 2.599 -0.544 -0.474  -0.11
17 C 3.733 -1.369 -0.502  -0.05
18 C 4.168 -1.978 -1.657  -0.11
19 C 3.470 -1.741 -2.844  -0.09
20 C 2.359 -0.933 -2.853  -0.01
21 C 1.873 -0.335 -1.674  -0.33
22 O 0.789 0.410 -1.763  -0.12
23 H 3.031 1.131 2.505  0.06
24 H 4.266 0.530 1.370  0.09
25 H 3.393 -0.592 2.414  0.10
26 H 0.856 1.659 4.358  0.08
27 H 0.019 2.688 5.528  0.07
28 H 1.599 3.964 6.658  0.11
29 H 3.513 5.516 6.684  0.10
30 H 4.671 6.090 4.572  0.10
31 H 3.879 5.111 2.440  0.10
32 H 1.956 3.571 2.420  0.10
33 H 4.278 -1.541 0.418  0.10
34 H 5.034 -2.625 -1.643  0.09
35 H 3.801 -2.205 -3.765  0.10
36 H 1.799 -0.751 -3.761  0.12
37 S -2.380 -0.388 -1.820  0.66
38 C -2.272 -1.842 -0.890  -1.06
39 S -1.006 -1.885 0.310  0.69
40 C -3.118 -2.912 -1.075  -0.39
41 C -3.004 -4.098 -0.294  -0.27
42 N -2.916 -5.066 0.326  0.13
43 C -4.147 -2.887 -2.060  -0.27
44 N -4.987 -2.871 -2.849  0.13



Record 3
Molecular formula: C55H36Cl4O18
Method: DFT, wB97M-V/def2-TZVPD

SMILES ... O=C1C=CC(=O)C=C1.O=C1C=CC(=O)C=C1.O=C1C=CC(=O)C=C1.O=C1C=CC(=O)C=C1.O=C1C=CC(=O)C=C1.O=C1C=CC(=O)C=C1.O=C1C=CC(=O)C=C1.O=C1C=CC(=O)C=C1.O=C1C=CC(=O)C=C1.ClC(Cl)(Cl)Cl
LUMO ... -1.9271 eV
HOMO energy ... -9.96 eV

Each line ends with the Löwdin charge.
Geometry (Å):
1 O -1.617 7.161 0.517  0.10
2 C -1.348 6.031 0.895  -0.37
3 C 0.004 5.363 0.683  0.01
4 C 0.371 4.313 1.376  0.03
5 C -0.586 3.578 2.318  -0.34
6 O -0.256 2.637 3.022  0.08
7 C -1.966 4.111 2.369  0.04
8 C -2.302 5.217 1.645  0.02
9 H 0.607 5.957 0.001  0.12
10 H 1.393 3.953 1.206  0.12
11 H -2.780 3.504 2.795  0.13
12 H -3.287 5.630 1.692  0.12
13 O -0.895 -4.055 -5.034  0.09
14 C -1.367 -4.316 -3.935  -0.37
15 C -1.438 -3.341 -2.817  0.00
16 C -2.045 -3.636 -1.696  0.03
17 C -2.519 -5.086 -1.461  -0.35
18 O -2.737 -5.493 -0.337  0.08
19 C -2.542 -6.079 -2.579  0.03
20 C -1.882 -5.688 -3.679  0.01
21 H -0.982 -2.394 -3.056  0.12
22 H -2.041 -2.894 -0.822  0.13
23 H -2.918 -7.120 -2.522  0.14
24 H -1.660 -6.377 -4.486  0.12
25 O -3.662 3.943 -0.839  0.07
26 C -3.282 4.822 -1.594  -0.38
27 C -2.192 4.630 -2.601  0.04
28 C -1.448 5.691 -2.974  0.02
29 C -1.912 7.075 -2.745  -0.40
30 O -1.403 7.999 -3.340  0.12
31 C -3.122 7.256 -1.893  0.02
32 C -3.863 6.188 -1.538  0.02
33 H -1.890 3.599 -2.816  0.11
34 H -0.489 5.618 -3.496  0.12
35 H -3.357 8.318 -1.865  0.13
36 H -4.784 6.251 -0.966  0.12
37 O 0.577 -9.409 -0.463  0.12
38 C 0.575 -8.238 -0.265  -0.38
39 C 1.385 -7.426 -1.223  0.02
40 C 1.445 -6.103 -1.111  0.03
41 C 0.666 -5.483 0.004  -0.35
42 O 0.559 -4.274 -0.082  0.07
43 C -0.009 -6.297 1.103  0.03
44 C -0.170 -7.595 0.901  0.04
45 H 1.818 -8.051 -1.925  0.10
46 H 1.857 -5.377 -1.819  0.13
47 H -0.489 -5.721 1.861  0.07
48 H -0.583 -8.260 1.640  0.12
49 O 0.332 -0.633 -1.004  0.10
50 C -0.591 -0.304 -0.317  -0.41
51 C -0.984 -1.167 0.851  0.00
52 C -1.984 -0.808 1.626  -0.01
53 C -2.763 0.467 1.404  -0.34
54 O -3.556 0.756 2.277  0.10
55 C -2.490 1.196 0.149  0.06
56 C -1.446 0.835 -0.639  0.04
57 H -0.468 -2.134 0.978  0.11
58 H -2.141 -1.269 2.561  0.03
59 H -3.072 2.025 -0.175  0.08
60 H -1.183 1.249 -1.583  0.10
61 O 5.691 2.978 -2.442  0.09
62 C 4.490 2.972 -2.750  -0.36
63 C 3.519 2.194 -1.876  0.02
64 C 2.225 2.240 -2.110  0.01
65 C 1.705 3.061 -3.219  -0.38
66 O 0.529 3.101 -3.455  0.09
67 C 2.653 3.796 -4.135  0.05
68 C 3.954 3.703 -3.889  0.01
69 H 4.027 1.560 -1.112  0.12
70 H 1.635 1.580 -1.491  0.10
71 H 2.134 4.254 -4.986  0.13
72 H 4.691 4.191 -4.493  0.12
73 O -4.889 2.780 7.224  0.11
74 C -4.022 2.112 6.725  -0.40
75 C -2.660 2.603 6.605  0.01
76 C -1.813 2.093 5.719  0.03
77 C -2.167 0.794 5.017  -0.35
78 O -1.361 0.112 4.382  0.06
79 C -3.490 0.227 5.276  -0.01
80 C -4.330 0.746 6.165  0.04
81 H -2.358 3.553 7.126  0.14
82 H -0.847 2.499 5.513  0.10
83 H -3.676 -0.789 4.834  0.11
84 H -5.324 0.399 6.369  0.12
85 O 3.052 1.723 2.082  0.11
86 C 2.764 0.569 2.168  -0.40
87 C 1.658 0.042 3.049  0.03
88 C 1.533 -1.252 3.341  0.00
89 C 2.413 -2.280 2.692  -0.38
90 O 2.353 -3.461 2.932  0.10
91 C 3.305 -1.773 1.598  0.05
92 C 3.432 -0.456 1.359  0.02
93 H 0.953 0.685 3.564  0.08
94 H 0.789 -1.695 4.033  0.10
95 H 3.745 -2.494 0.983  0.10
96 H 4.096 -0.035 0.588  0.11
97 O 5.755 0.420 -6.288  0.10
98 C 5.522 -0.184 -5.269  -0.37
99 C 6.635 -1.003 -4.585  0.03
100 C 6.316 -1.687 -3.483  0.02
101 C 4.934 -1.610 -2.833  -0.37
102 O 4.700 -2.111 -1.765  0.10
103 C 3.856 -0.834 -3.529  0.01
104 C 4.143 -0.259 -4.686  0.00
105 H 7.617 -1.028 -5.131  0.14
106 H 7.022 -2.237 -2.909  0.10
107 H 2.832 -0.842 -3.081  0.14
108 H 3.465 0.142 -5.415  0.12
109 Cl -2.888 -4.033 6.021  0.56
110 C -2.792 -4.311 4.303  -2.06
111 Cl -4.239 -3.507 3.529  0.48
112 Cl -1.385 -3.588 3.654  0.63
113 Cl -2.997 -6.003 3.907  0.56



Record 4
Molecular formula: C2H5ClN2O2
Method: DFT, wB97M-V/def2-TZVPD

Energy relative to the best compared isomer or geometry (same formula, charge and spin) ... 155.8 kJ/mol
Multiplicity ... 3
LUMO (spin up / spin down) ... -0.1171 / -3.8691 eV
HOMO energy (spin up / spin down) ... -6.42 / -10.92 eV

Each line ends with the Mulliken spin population.
Geometry (Å):
1 C -0.021 -0.241 0.725  0.09
2 C 0.704 -0.191 -0.582  0.69
3 N 1.466 0.763 -0.858  0.85
4 N 1.455 1.987 -0.351  0.00
5 O 2.310 2.320 0.425  0.10
6 O 0.516 2.702 -0.752  0.14
7 Cl 3.538 -1.262 0.409  0.01
8 H 0.546 -0.891 1.436  0.02
9 H -0.021 0.797 1.013  0.01
10 H -1.056 -0.400 0.481  0.03
11 H 0.802 -1.114 -1.119  0.06
12 H 3.783 -2.258 1.219  0.00



Record 5
Molecular formula: C4H6O3S
Method: DFT, wB97M-V/def2-TZVPD

Energy relative to the best compared isomer or geometry (same formula, charge and spin) ... 203.7 kJ/mol
SMILES ... OC[C@@H]1O[C@H]1C(O)=S
LUMO ... 0.2321 eV
HOMO energy ... -8.81 eV

Each line ends with the Löwdin charge.
Geometry (Å):
1 O -3.101 0.680 -0.700  -0.05
2 C -2.501 -0.286 0.140  -0.21
3 C -1.049 -0.505 -0.120  -0.25
4 O -0.353 -1.111 0.935  0.00
5 C -0.039 0.256 0.653  -0.24
6 C 1.332 0.474 0.078  -0.79
7 O 1.756 1.744 0.135  0.00
8 S 2.288 -0.736 -0.502  0.75
9 H -3.663 0.320 -1.388  0.09
10 H -2.616 0.112 1.190  0.15
11 H -3.057 -1.223 0.066  0.13
12 H -0.810 -0.895 -1.097  0.15
13 H -0.340 0.989 1.351  0.14
14 H 0.999 2.339 0.449  0.15



Record 6
Molecular formula: C28H24CuN3S2
Method: DFT, wB97M-V/def2-TZVPD

Energy relative to the best compared isomer or geometry (same formula, charge and spin) ... 104.8 kJ/mol
Multiplicity ... 2
Net charge ... -1
LUMO (spin up / spin down) ... 2.2255 / 2.2202 eV
HOMO energy (spin up / spin down) ... -2.29 / -2.58 eV

Each line ends with the Mulliken spin population.
Geometry (Å):
1 Cu 0.373 -0.432 -0.720  0.39
2 C 4.162 1.531 0.545  0.00
3 C 3.226 0.392 0.857  -0.08
4 S 1.564 0.854 0.948  0.31
5 C 3.689 -0.874 1.079  0.08
6 C 5.150 -1.209 0.922  0.00
7 S 2.709 -2.215 1.489  0.06
8 H 3.592 2.457 0.528  0.00
9 H 4.639 1.404 -0.428  0.00
10 H 4.950 1.613 1.296  0.00
11 H 5.794 -0.394 1.246  0.00
12 H 5.368 -1.433 -0.125  0.01
13 H 5.390 -2.097 1.504  0.00
14 C 3.354 0.452 -3.648  0.01
15 C 2.575 1.069 -4.614  -0.01
16 C 1.224 1.256 -4.403  0.01
17 C 0.624 0.789 -3.232  -0.04
18 C 1.419 0.220 -2.220  0.18
19 C 2.778 0.084 -2.440  0.00
20 C -0.819 0.790 -3.013  0.03
21 C -1.757 0.889 -4.057  0.00
22 C -3.092 0.700 -3.807  0.00
23 C -3.519 0.446 -2.484  0.00
24 C -4.858 0.208 -2.133  0.00
25 C -5.209 0.035 -0.816  0.00
26 C -4.239 0.114 0.187  0.00
27 C -2.916 0.305 -0.128  0.00
28 C -2.520 0.450 -1.469  0.00
29 N -1.214 0.586 -1.756  0.00
30 H 4.402 0.258 -3.841  0.00
31 H 3.025 1.406 -5.539  0.00
32 H 0.642 1.777 -5.152  0.00
33 H 3.400 -0.337 -1.660  0.01
34 H -1.427 1.078 -5.066  0.00
35 H -3.823 0.729 -4.607  0.00
36 H -5.611 0.171 -2.912  0.00
37 H -6.241 -0.156 -0.550  0.00
38 H -4.541 0.035 1.223  0.00
39 H -2.148 0.356 0.631  0.00
40 N -0.157 -1.566 0.913  0.03
41 C -0.369 -2.924 0.602  -0.01
42 C -0.425 -3.913 1.563  0.01
43 C -0.371 -5.254 1.198  -0.01
44 C -0.261 -5.624 -0.119  0.00
45 C -0.244 -4.648 -1.130  0.00
46 C -0.120 -4.947 -2.502  0.01
47 C -0.058 -3.910 -3.406  0.00
48 C -0.178 -2.598 -2.952  0.01
49 N -0.296 -2.281 -1.677  0.02
50 C -0.300 -3.277 -0.764  -0.01
51 H 0.870 -1.514 1.209  -0.01
52 H -0.682 -1.248 1.724  -0.01
53 H -0.432 -3.647 2.610  0.00
54 H -0.354 -6.012 1.969  0.00
55 H -0.152 -6.662 -0.397  0.00
56 H -0.085 -5.979 -2.824  0.00
57 H 0.063 -4.106 -4.462  0.00
58 H -0.196 -1.773 -3.652  0.00